Density functional theory data (the ωB97M-V functional and the def2-TZVPD basis) for a single H3PS2 molecule at a distorted geometry.

Computed properties:
**Maximum force**: 0.059 hartree/bohr
**Highest occupied orbital energy**: -9.10 eV
**LUMO level**: -0.6 eV
**Energy**: -31006.940 eV
**Net charge**: 0
**Gap between HOMO and LUMO**: 8.48 eV

Last column: Löwdin charge in e.
Atoms and positions in Å:
P 1.04 0.50 0.23  0.322
S -0.79 0.26 -0.85  -0.069
S -1.78 -1.26 0.56  0.223
H 1.61 1.37 -0.83  -0.141
H 1.74 -0.72 -0.44  -0.099
H -1.82 -0.14 1.33  -0.236